Entry 1:
# C6H9N3

A single C6H9N3 molecule in a non-equilibrium geometry (ωB97M-V/def2-TZVPD, the OMol25 dataset).

## Properties
- energy relative to the best compared isomer or geometry (same formula, charge and spin) (eV) = 6.842
- total charge = 0
- SMILES string = [H]/N=C1\NC=C[C@@H]2N[C@@]12C
- orbital gap (eV) = 9.2

Structure (XYZ):
```
18
C6H9N3 | the OMol25 dataset | ωB97M-V/def2-TZVPD
H -1.209 -1.939 2.424
N -0.805 -0.850 2.392
C -0.293 -0.571 1.195
N 0.048 -1.631 0.240
C -0.189 -1.353 -1.298
C -0.672 -0.108 -1.831
C -0.953 0.645 -0.476
N -0.840 1.854 0.330
C 0.079 0.707 0.538
C 1.490 1.190 0.387
H 0.801 -2.380 0.268
H 0.016 -2.294 -1.725
H -0.610 0.220 -2.871
H -1.677 -0.008 0.073
H -0.438 2.694 -0.112
H 1.877 0.354 -0.157
H 1.239 1.729 -0.705
H 2.135 1.741 1.328
```

=====

Entry 2:
# C38H38F6N4O8PS5ScTe

A molecular structure, C38H38F6N4O8PS5ScTe in a non-equilibrium geometry (ωB97M-V/def2-TZVPD, the OMol25 dataset).

## Properties
- energy relative to the best compared isomer or geometry (same formula, charge and spin) (eV) = 1.449
- total charge = 0
- orbital gap (eV) = 6.6

Structure (XYZ):
```
102
C38H38F6N4O8PS5ScTe | the OMol25 dataset | ωB97M-V/def2-TZVPD
Sc -0.857 0.274 -0.157
C -1.376 0.290 3.138
C 0.010 0.594 3.699
C -0.085 0.527 5.225
C 1.033 -0.402 3.126
C 2.379 -0.452 3.881
O 3.349 -0.365 2.856
C 2.706 -0.095 1.700
N 1.426 -0.094 1.740
C 3.631 0.187 0.596
C 4.961 0.436 0.964
C 5.934 0.698 0.024
C 5.601 0.693 -1.320
C 4.295 0.454 -1.697
C 3.292 0.222 -0.757
P 1.590 -0.025 -1.408
C 1.943 -1.589 -2.302
C 1.620 -2.743 -1.593
C 1.829 -3.990 -2.151
C 2.374 -4.097 -3.420
C 2.726 -2.954 -4.116
C 2.516 -1.701 -3.565
C 1.650 1.275 -2.693
C 1.086 1.088 -3.951
C 1.028 2.140 -4.848
C 1.505 3.390 -4.493
C 2.065 3.584 -3.239
C 2.139 2.534 -2.344
H -2.103 1.024 3.477
H -1.702 -0.696 3.466
H -1.372 0.304 2.016
H 0.318 1.605 3.410
H -0.304 -0.486 5.554
H -0.888 1.181 5.557
H 0.828 0.866 5.704
H 0.570 -1.393 3.118
H 2.535 -1.382 4.431
H 2.525 0.399 4.552
H 5.217 0.430 2.010
H 6.947 0.904 0.338
H 6.350 0.886 -2.071
H 4.040 0.480 -2.746
H 1.190 -2.649 -0.602
H 1.556 -4.877 -1.600
H 2.524 -5.069 -3.867
H 3.160 -3.034 -5.101
H 2.781 -0.822 -4.133
H 0.661 0.131 -4.218
H 0.575 1.992 -5.815
H 1.422 4.217 -5.183
H 2.427 4.557 -2.945
H 2.565 2.691 -1.360
F -4.636 2.051 -2.095
C -3.421 2.596 -2.139
F -3.535 3.727 -2.838
F -3.048 2.941 -0.909
S -2.098 1.506 -2.980
O -1.028 1.415 -1.996
O -1.791 2.238 -4.157
N -2.694 0.098 -3.349
S -2.428 -1.159 -2.461
O -1.230 -1.186 -1.632
O -3.531 -1.943 -2.002
C -1.839 -2.274 -3.868
F -2.769 -2.460 -4.802
F -0.751 -1.792 -4.473
F -1.515 -3.486 -3.386
Te 0.114 2.820 0.499
C -0.950 3.567 2.189
C -2.257 3.341 2.505
C -2.659 3.964 3.709
C -1.658 4.663 4.300
S -0.199 4.576 3.382
H -2.908 2.728 1.900
H -3.654 3.885 4.112
H -1.676 5.227 5.212
C -5.478 -0.690 -0.349
S -3.881 -0.156 0.282
O -3.122 -1.286 0.809
O -4.105 0.871 1.270
O -3.092 0.399 -0.871
H -5.969 0.201 -0.718
H -6.038 -1.153 0.452
H -5.276 -1.385 -1.151
N -2.405 -3.815 -0.034
C -1.879 -3.457 1.155
S -0.488 -2.534 1.186
N -2.455 -3.997 2.246
C -2.096 -3.987 3.598
C -3.092 -4.324 4.514
C -2.808 -4.392 5.864
C -1.531 -4.118 6.322
C -0.537 -3.795 5.416
C -0.806 -3.742 4.059
H -2.142 -3.242 -0.822
H -3.364 -4.128 -0.078
H -3.364 -4.416 2.084
H -4.092 -4.546 4.163
H -3.588 -4.673 6.556
H -1.310 -4.173 7.377
H 0.468 -3.602 5.759
H -0.018 -3.538 3.358
```

=====

Entry 3:
# C22H35BrGeN4Pt

A molecular structure, C22H35BrGeN4Pt in a non-equilibrium geometry (ωB97M-V/def2-TZVPD, the OMol25 dataset).

## Properties
- energy relative to the best compared isomer or geometry (same formula, charge and spin) (eV) = 1.458
- total charge = 0
- orbital gap (spin up / spin down) (eV) = 5.4 / 5.5

Structure (XYZ):
```
64
C22H35BrGeN4Pt | the OMol25 dataset | ωB97M-V/def2-TZVPD
Pt 0.129 0.032 0.037
C -1.984 -0.730 2.710
N -2.051 -0.948 1.273
C -2.324 -2.358 1.013
C -3.107 -0.135 0.671
C -2.723 1.339 0.554
N -1.670 1.586 -0.439
C -2.238 1.500 -1.784
C -1.155 2.944 -0.248
H -2.955 -0.921 3.191
H -1.672 0.287 2.928
H -1.243 -1.398 3.143
H -3.283 -2.663 1.458
H -1.533 -2.974 1.437
H -2.356 -2.545 -0.060
H -4.040 -0.201 1.259
H -3.315 -0.540 -0.323
H -2.365 1.702 1.519
H -3.625 1.913 0.286
H -3.039 2.241 -1.920
H -2.639 0.509 -1.978
H -1.459 1.680 -2.522
H -1.970 3.680 -0.254
H -0.452 3.193 -1.039
H -0.615 3.010 0.699
C 3.062 4.085 -3.684
C 4.092 3.351 -3.104
C 3.826 2.231 -2.354
C 2.497 1.777 -2.207
C 1.469 2.514 -2.816
C 1.750 3.657 -3.526
N 2.199 0.671 -1.502
N 3.097 -0.144 -1.101
C 2.890 -1.089 -0.184
C 3.917 -2.027 0.056
C 3.741 -3.036 0.972
C 2.550 -3.135 1.678
C 1.530 -2.211 1.459
C 1.675 -1.192 0.549
H 3.279 4.976 -4.254
H 5.118 3.669 -3.231
H 4.618 1.674 -1.877
H 0.455 2.158 -2.722
H 0.939 4.216 -3.972
H 4.827 -1.920 -0.513
H 4.530 -3.751 1.146
H 2.401 -3.922 2.399
H 0.616 -2.302 2.029
Br -0.377 -1.355 -1.930
C 1.370 0.940 4.607
Ge 0.931 2.090 3.024
C -0.806 2.983 3.507
C 2.279 3.565 2.920
C 1.138 1.237 1.290
H 1.538 1.580 5.468
H 2.271 0.363 4.427
H 0.560 0.257 4.840
H -0.665 3.479 4.462
H -1.636 2.295 3.630
H -1.095 3.744 2.789
H 2.305 4.133 3.844
H 2.039 4.245 2.107
H 3.271 3.160 2.740
H 2.168 1.437 0.987
```

=====

Entry 4:
# C4H6N2O

A single C4H6N2O molecule (ωB97M-V/def2-TZVPD, the OMol25 dataset).

## Properties
- energy relative to the best compared isomer or geometry (same formula, charge and spin) (eV) = 1.447
- total charge = 0
- SMILES string = Nc1ccc(O)[nH]1
- orbital gap (eV) = 8.1

Structure (XYZ):
```
13
C4H6N2O | the OMol25 dataset | ωB97M-V/def2-TZVPD
N 0.893 -1.945 0.691
C 0.295 -0.678 0.547
C -0.911 -0.187 0.976
C -1.089 1.093 0.353
C 0.008 1.314 -0.422
O 0.158 2.075 -1.550
N 0.881 0.255 -0.267
H 0.185 -2.651 0.515
H 1.612 -2.065 -0.017
H -1.652 -0.724 1.555
H -1.963 1.728 0.380
H -0.269 1.509 -2.212
H 1.851 0.275 -0.548
```

=====

Entry 5:
# C45H59BI2LaN9OS3Sb

A molecular structure, C45H59BI2LaN9OS3Sb (ωB97M-V/def2-TZVPD, the OMol25 dataset).

## Properties
- total charge = +3
- orbital gap (eV) = 7.4

Structure (XYZ):
```
122
C45H59BI2LaN9OS3Sb | the OMol25 dataset | ωB97M-V/def2-TZVPD
La 0.142 0.544 -0.720
C 3.634 -3.441 -1.764
C 3.055 -3.546 -0.389
C 3.775 -4.036 0.659
C 3.209 -4.083 1.953
N 1.950 -3.779 2.131
N 1.211 -3.350 1.097
B -0.272 -3.310 1.503
N -0.568 -3.092 2.977
N -0.477 -4.214 3.732
C -0.843 -4.150 4.982
C -1.348 -2.935 5.527
C -1.417 -1.802 4.783
C -1.939 -0.513 5.329
C -0.972 -1.888 3.425
S -1.068 -0.530 2.394
C -0.683 -5.381 5.866
C -0.731 -6.675 5.052
C -1.775 -5.436 6.941
C 0.687 -5.245 6.555
N -1.380 -2.977 0.510
N -1.216 -4.283 0.777
C -1.942 -5.247 0.278
C -2.997 -4.805 -0.562
C -3.243 -3.480 -0.796
C -4.406 -3.048 -1.621
C -2.353 -2.474 -0.244
S -2.556 -0.831 -0.614
C -1.627 -6.678 0.641
C -2.262 -7.647 -0.357
C -2.190 -6.930 2.049
C -0.100 -6.855 0.654
C 1.723 -3.109 -0.130
S 0.833 -2.314 -1.361
C 3.980 -4.516 3.190
C 3.755 -3.473 4.294
C 5.477 -4.639 2.908
C 3.425 -5.883 3.622
H 4.642 -3.850 -1.786
H 3.015 -3.977 -2.484
H 3.665 -2.401 -2.092
H 4.790 -4.374 0.503
H -1.702 -2.923 6.547
H -2.307 -0.648 6.343
H -1.148 0.239 5.333
H -2.743 -0.126 4.702
H -1.745 -6.874 4.702
H -0.063 -6.638 4.192
H -0.429 -7.508 5.686
H -2.775 -5.360 6.509
H -1.710 -6.394 7.456
H -1.656 -4.662 7.699
H 1.496 -5.343 5.833
H 0.786 -4.280 7.058
H 0.796 -6.027 7.307
H -3.642 -5.546 -1.011
H -4.946 -3.904 -2.019
H -5.087 -2.448 -1.014
H -4.081 -2.404 -2.439
H -3.352 -7.596 -0.340
H -1.911 -7.471 -1.375
H -1.986 -8.664 -0.081
H -3.279 -6.851 2.061
H -1.922 -7.940 2.361
H -1.772 -6.226 2.767
H 0.339 -6.589 -0.310
H 0.363 -6.252 1.440
H 0.135 -7.900 0.854
H 4.192 -2.511 4.012
H 2.693 -3.330 4.489
H 4.238 -3.800 5.215
H 5.900 -3.706 2.529
H 5.995 -4.880 3.836
H 5.697 -5.440 2.201
H 2.348 -5.826 3.775
H 3.628 -6.642 2.864
H 3.899 -6.200 4.551
C 3.721 1.572 0.597
C 3.545 2.139 -0.777
C 4.673 2.586 -1.455
C 4.548 3.145 -2.708
C 3.270 3.324 -3.213
C 2.178 2.875 -2.488
N 2.304 2.228 -1.306
Sb 0.333 3.686 -3.281
C -0.884 3.845 -1.501
C -1.699 4.963 -1.543
C -2.453 5.308 -0.429
C -2.315 4.542 0.708
C -1.484 3.429 0.693
C -1.337 2.600 1.924
N -0.798 3.055 -0.407
C -0.529 1.896 -4.118
C -0.986 2.145 -5.401
C -1.537 1.116 -6.147
C -1.578 -0.131 -5.572
C -1.095 -0.333 -4.281
C -1.104 -1.734 -3.763
N -0.589 0.677 -3.530
H 4.548 2.070 1.100
H 2.828 1.716 1.200
H 3.971 0.510 0.537
H 5.641 2.501 -0.980
H 5.418 3.481 -3.257
H 3.121 3.835 -4.155
H -1.731 5.576 -2.435
H -3.104 6.171 -0.443
H -2.841 4.796 1.618
H -1.462 3.207 2.819
H -2.102 1.822 1.957
H -0.349 2.137 1.983
H -0.911 3.141 -5.818
H -1.908 1.285 -7.150
H -1.977 -0.975 -6.117
H -1.809 -2.337 -4.331
H -0.116 -2.181 -3.885
H -1.381 -1.771 -2.715
I 1.725 1.523 4.289
I 2.952 3.116 6.046
O 1.740 -0.500 1.367
H 2.601 -0.410 1.792
H 1.067 -0.543 2.078
```

=====

Entry 6:
# C2H6O2PS

2 unconnected molecules or ions with the total composition C2H6O2PS in a non-equilibrium geometry (ωB97M-V/def2-TZVPD, the OMol25 dataset).

## Properties
- energy relative to the best compared isomer or geometry (same formula, charge and spin) (eV) = 5.047
- total charge = -1
- orbital gap (spin up / spin down) (eV) = 3.2 / 3.2

Structure (XYZ):
```
12
C2H6O2PS | the OMol25 dataset | ωB97M-V/def2-TZVPD
C -0.324 -2.081 -1.556
C 0.824 1.561 1.042
O -2.840 -1.710 -0.643
O 1.000 3.543 2.815
P -1.723 -0.851 -0.970
S -0.080 2.720 2.097
H 0.034 -2.908 -0.912
H 0.664 -1.528 -1.903
H -0.704 -2.647 -2.551
H 1.527 0.916 1.652
H 0.045 0.873 0.463
H 1.576 2.110 0.466
```

=====

Entry 7:
# C5H14N2O

2 unconnected molecules or ions with the total composition C5H14N2O in a non-equilibrium geometry (ωB97M-V/def2-TZVPD, the OMol25 dataset).

## Properties
- energy relative to the best compared isomer or geometry (same formula, charge and spin) (eV) = 2.714
- total charge = 0
- SMILES string = CCCC/N=C\N.O
- orbital gap (eV) = 10.6

Structure (XYZ):
```
22
C5H14N2O | the OMol25 dataset | ωB97M-V/def2-TZVPD
C 0.807 -0.742 3.065
C 0.101 -0.120 1.850
C 1.143 0.203 0.672
C 0.430 1.165 -0.324
N -0.570 0.302 -1.098
C -0.706 0.351 -2.355
N 0.274 0.723 -3.318
H 0.295 -1.614 3.456
H 1.107 -0.176 3.937
H 1.776 -1.040 2.756
H -0.498 0.710 2.127
H -0.595 -0.875 1.410
H 2.094 0.632 1.057
H 1.411 -0.767 0.100
H -0.205 1.824 0.309
H 1.053 1.910 -0.855
H -1.397 -0.430 -2.645
H 0.082 0.341 -4.236
H 0.297 1.715 -3.534
O -2.230 -1.774 -0.684
H -2.996 -1.425 -1.174
H -1.673 -0.913 -0.515
```

=====

Entry 8:
# C24H27BF6O2

2 unconnected molecules or ions with the total composition C24H27BF6O2 in a non-equilibrium geometry (ωB97M-V/def2-TZVPD, the OMol25 dataset).

## Properties
- total charge = 0
- orbital gap (eV) = 4.1

Structure (XYZ):
```
60
C24H27BF6O2 | the OMol25 dataset | ωB97M-V/def2-TZVPD
C 2.926 2.544 -2.355
C 2.137 2.305 -1.078
C 1.810 3.664 -0.455
O 0.936 1.642 -1.404
B 0.586 0.862 -0.231
C -0.657 1.617 0.560
C -0.732 1.603 1.940
C -1.787 2.260 2.575
C -1.900 2.234 4.075
F -1.898 3.498 4.607
F -3.066 1.635 4.481
F -0.873 1.550 4.659
C -2.757 2.941 1.855
C -2.649 2.952 0.471
C -3.701 3.672 -0.326
F -3.468 3.612 -1.671
F -4.947 3.140 -0.109
F -3.771 5.000 0.011
C -1.601 2.306 -0.180
C -0.032 -0.624 -0.773
C -0.492 -1.513 0.300
C 0.349 -2.304 0.993
O 1.715 0.746 0.661
C 2.824 1.305 -0.018
C 3.585 0.181 -0.715
C 3.758 1.974 0.976
H 3.879 3.033 -2.121
H 3.118 1.609 -2.891
H 2.353 3.208 -3.013
H 2.725 4.260 -0.348
H 1.124 4.205 -1.118
H 1.328 3.563 0.526
H 0.013 1.086 2.538
H -3.575 3.449 2.355
H -1.539 2.353 -1.262
H -0.867 -0.337 -1.430
H 0.757 -1.095 -1.377
H -1.567 -1.535 0.495
H 0.056 -2.918 1.842
H 1.420 -2.106 0.889
H 4.503 0.567 -1.174
H 3.865 -0.576 0.027
H 2.971 -0.301 -1.488
H 4.609 2.422 0.446
H 3.249 2.753 1.553
H 4.150 1.224 1.674
C -1.315 -4.381 0.290
C -0.150 -5.077 -0.016
C 0.097 -5.939 -1.080
C -0.719 -6.255 -2.162
C -2.010 -5.818 -2.425
C -2.802 -4.977 -1.653
C -2.490 -4.334 -0.459
H -1.400 -3.915 1.273
H 0.688 -4.920 0.671
H 1.076 -6.431 -1.067
H -0.281 -6.929 -2.907
H -2.459 -6.183 -3.356
H -3.813 -4.798 -2.036
H -3.288 -3.708 -0.047
```

=====

Entry 9:
# H38O19

19 unconnected molecules or ions with the total composition H38O19 in a non-equilibrium geometry (ωB97M-V/def2-TZVPD, the OMol25 dataset).

## Properties
- energy relative to the best compared isomer or geometry (same formula, charge and spin) (eV) = 7.797
- total charge = 0
- orbital gap (eV) = 10.5

Structure (XYZ):
```
57
H38O19 | the OMol25 dataset | ωB97M-V/def2-TZVPD
O 2.426 1.226 -0.988
H 3.033 1.860 -1.504
H 3.207 0.610 -1.182
O 4.479 -0.336 -1.179
H 4.001 -1.090 -0.784
H 4.830 -0.948 -1.995
O -2.668 -2.658 0.735
H -1.996 -2.033 0.333
H -2.196 -3.185 1.377
O 0.064 2.285 0.688
H -0.019 2.729 -0.162
H 0.891 2.370 0.942
O 2.039 -2.446 -3.092
H 1.666 -1.566 -2.728
H 1.701 -2.552 -3.969
O -1.275 1.207 3.393
H -0.918 0.329 3.461
H -1.089 1.477 2.506
O -4.472 -0.186 -0.710
H -5.186 -0.543 -1.223
H -3.760 -0.799 -0.789
O -1.125 -0.905 -0.874
H -0.382 -0.845 -0.265
H -0.702 -0.584 -1.630
O -0.618 -0.995 5.109
H -1.314 -0.675 4.600
H -0.641 -1.929 4.732
O 2.991 -1.659 0.539
H 2.920 -1.333 1.466
H 3.050 -2.506 0.106
O -0.024 -4.896 1.031
H -0.946 -4.873 1.425
H -0.008 -4.544 0.252
O 2.891 3.069 0.770
H 3.030 3.004 -0.266
H 2.774 2.127 1.166
O -0.326 3.767 -2.780
H -1.218 3.727 -3.116
H -0.289 4.445 -2.210
O 2.086 -0.195 4.767
H 2.229 0.447 4.158
H 1.166 -0.154 4.894
O -1.616 2.034 -1.155
H -0.816 1.727 -1.667
H -1.700 1.555 -0.412
O -3.734 2.132 1.085
H -3.438 2.404 0.248
H -4.481 1.702 1.012
O 1.478 1.349 -3.869
H 0.702 1.833 -4.192
H 1.987 1.930 -3.232
O -0.035 -0.960 -4.062
H 0.326 -0.098 -4.273
H -0.304 -1.241 -4.852
O -2.707 -1.567 3.180
H -3.445 -2.046 2.782
H -2.519 -1.000 2.401
```